[1]
This record from the Open Molecules 2025 dataset describes a molecular structure, C4H12O4. The level of theory is ωB97M-V/def2-TZVPD.

Cartesian coordinates (Å):
C (1.122, 2.634, -1.015)
C (-0.251, 2.067, -0.580)
C (-0.540, 1.247, 0.562)
C (0.283, 0.314, 1.215)
O (-0.230, -0.412, 2.326)
H (1.105, 2.679, -2.212)
H (1.311, 3.671, -0.744)
H (-1.095, 2.483, -1.071)
H (-1.497, 1.446, 1.034)
H (1.280, -0.064, 0.911)
H (-0.778, -1.217, 2.040)
H (-0.537, 0.156, -1.094)
H (1.958, 1.997, -0.687)
O (-0.354, -0.532, -1.765)
H (-1.931, -3.025, 1.077)
H (-0.155, -2.995, 0.575)
O (-1.074, -3.093, 1.436)
H (1.195, -3.352, -0.461)
H (-0.255, -1.270, -1.170)
O (0.443, -2.736, -0.377)

Calculated values
- lowest unoccupied orbital energy (eV) = -3.549
- energy relative to the best compared isomer or geometry (same formula, charge and spin) (eV) = 5.889
- HOMO energy (eV) = -8.29
- gap between HOMO and LUMO (eV) = 4.737

These are the Mulliken partial charges, in e, on atoms 1 to 8: number 1, C, carries -1.03; number 2, C, carries -0.04; number 3, C, carries -0.09; number 4, C, carries -0.08; number 5, O, carries -0.42; number 6, H, carries 0.31; number 7, H, carries 0.37; number 8, H, carries 0.49

---

[2]
This record from the Open Molecules 2025 dataset describes 4 unconnected molecules or ions with the total composition C4H12O4. The level of theory is ωB97M-V/def2-TZVPD.

Cartesian coordinates (Å):
C (1.188, -1.717, -1.494)
C (1.200, -1.008, -0.315)
C (1.980, 0.104, 0.062)
C (1.525, 1.377, -0.284)
O (2.529, 2.247, -0.376)
H (0.717, -2.604, -1.609)
H (1.929, -1.514, -2.338)
H (0.609, -1.476, 0.669)
H (2.948, -0.058, 0.721)
H (0.559, 1.748, -0.595)
H (2.150, 3.108, -0.504)
O (-2.114, -0.801, -1.823)
H (-2.049, -1.006, -0.868)
H (-1.236, -1.298, -2.063)
O (-2.241, -1.199, 2.439)
H (-1.747, -1.861, 2.074)
H (-1.890, -0.661, 3.235)
O (-2.355, 1.162, 1.161)
H (-2.275, 0.416, 0.535)
H (-1.625, 1.398, 1.728)

Calculated values
- lowest unoccupied orbital energy (eV) = 0.340
- SMILES = C=C/C=C/O.O.O.O
- energy relative to the best compared isomer or geometry (same formula, charge and spin) (eV) = 4.574
- HOMO energy (eV) = -8.57
- gap between HOMO and LUMO (eV) = 8.907

These are the Mulliken partial charges, in e, on atoms 1 to 8: number 1, C, carries -1.02; number 2, C, carries 0.34; number 3, C, carries -0.53; number 4, C, carries -0.13; number 5, O, carries -0.45; number 6, H, carries 0.54; number 7, H, carries 0.23; number 8, H, carries 0.09

---

[3]
This record from the Open Molecules 2025 dataset describes a molecular structure, C4H12O4Tl. The level of theory is ωB97M-V/def2-TZVPD.

Cartesian coordinates (Å):
Tl (19.717, -22.711, -18.542)
C (20.627, -19.760, -18.306)
C (19.131, -19.581, -18.631)
O (18.430, -20.815, -18.417)
O (21.217, -20.952, -18.855)
H (20.685, -19.750, -17.218)
H (21.015, -18.788, -18.614)
H (18.880, -19.355, -19.667)
H (18.679, -18.732, -18.120)
H (17.573, -20.465, -18.163)
H (21.978, -20.655, -19.360)
C (19.821, -21.454, -15.657)
C (18.334, -21.417, -16.169)
O (18.036, -22.448, -17.158)
O (20.707, -21.693, -16.653)
H (19.801, -22.221, -14.883)
H (20.063, -20.477, -15.238)
H (18.160, -20.450, -16.642)
H (17.646, -21.411, -15.323)
H (17.077, -22.402, -17.161)
H (21.561, -21.839, -16.239)

Calculated values
- charge = +3
- lowest unoccupied orbital energy (eV) = -18.833
- energy relative to the best compared isomer or geometry (same formula, charge and spin) (eV) = 3.361
- HOMO energy (eV) = -23.62
- gap between HOMO and LUMO (eV) = 4.790

These are the Mulliken partial charges, in e, on atoms 1 to 8: number 1, Tl, carries 1.77; number 2, C, carries -0.19; number 3, C, carries -0.58; number 4, O, carries -0.68; number 5, O, carries -0.42; number 6, H, carries 0.20; number 7, H, carries 0.51; number 8, H, carries 0.40